{"formula": "C10H26Br10NPSSi", "method": "ωB97M-V/def2-TZVPD", "multiplicity": 1, "homo_ev": -7.209, "species": ["N", "Si", "P", "S", "H", "H", "H", "H", "H", "H", "Br", "C", "C", "Br", "H", "H", "H", "H", "Br", "C", "C", "Br", "H", "H", "H", "H", "Br", "C", "C", "Br", "H", "H", "H", "H", "Br", "C", "C", "Br", "H", "H", "H", "H", "Br", "C", "C", "Br", "H", "H", "H", "H"], "coordinates": [[3.9137, -0.1131, -0.8699], [2.5539, 0.9355, -1.2037], [0.5584, -0.1081, -1.0787], [-0.5833, 1.0462, 0.0909], [3.8938, -0.9622, -1.4290], [3.7585, -0.4189, 0.0973], [2.6630, 1.6172, -2.5090], [2.5788, 1.9620, -0.1481], [0.6206, -1.4606, -0.6812], [-0.0514, -0.0908, -2.3610], [-1.9812, -0.7046, -0.1916], [-3.0861, -2.3877, -0.4850], [-3.6075, -2.4099, -1.8925], [-5.0967, -1.1605, -2.1272], [-3.8722, -2.4001, 0.2682], [-2.4140, -3.2318, -0.3125], [-4.0147, -3.3873, -2.1501], [-2.8572, -2.1316, -2.6294], [-1.5638, -0.3382, -4.5972], [-3.3151, 0.2562, -5.2079], [-3.2039, 1.4440, -6.1248], [-2.8405, 3.0794, -5.1342], [-3.9056, 0.4540, -4.3190], [-3.7368, -0.5963, -5.7364], [-4.1498, 1.6205, -6.6325], [-2.4129, 1.3397, -6.8609], [0.1166, -3.0963, 3.4169], [1.3242, -3.6475, 1.9984], [2.7512, -3.2859, 2.3151], [3.0792, -1.3841, 2.0492], [0.9623, -3.1898, 1.0822], [1.2143, -4.7279, 1.9304], [3.4348, -3.7913, 1.6355], [3.0326, -3.5097, 3.3394], [5.0303, -2.9049, 5.4208], [4.7617, -1.1387, 6.1986], [5.0035, -0.0449, 5.1948], [6.9038, 0.2327, 4.8834], [5.4171, -1.0744, 7.0614], [3.7255, -1.1291, 6.5306], [4.6332, 0.9058, 5.5728], [4.5528, -0.2504, 4.2302], [-1.1235, 6.2615, -0.0472], [-2.6435, 5.1397, -0.5136], [-3.5569, 4.9260, 0.6644], [-2.8132, 3.6353, 1.9126], [-2.2411, 4.2116, -0.9095], [-3.1623, 5.6767, -1.3052], [-4.5025, 4.4972, 0.3387], [-3.7481, 5.8353, 1.2255]], "atomic_forces_ev_per_a": [[-1.0, 0.0, 0.0], [1.1, 0.4, 0.1], [-0.3, 1.5, -0.1], [3.8, 3.6, 0.3], [0.3, 0.1, 0.0], [0.6, 0.0, -0.5], [-0.1, -0.2, -0.1], [-0.2, -0.1, 0.0], [0.1, 0.1, -0.1], [0.3, -0.5, 0.3], [-4.3, -4.3, -0.1], [0.1, 0.2, 0.1], [-0.2, -0.5, 0.1], [0.1, 0.0, 0.0], [-0.1, -0.1, -0.1], [0.0, 0.0, -0.1], [-0.1, 0.1, -0.1], [0.0, 0.1, 0.1], [0.0, 0.0, 0.0], [0.0, -0.1, -0.1], [-0.1, 0.2, 0.1], [0.1, 0.0, 0.0], [0.0, 0.0, 0.0], [0.0, 0.0, 0.0], [0.0, -0.1, 0.0], [0.0, 0.0, 0.0], [0.0, 0.1, -0.1], [-0.1, -0.1, 0.2], [0.1, -0.1, -0.3], [-0.2, -0.2, 0.6], [0.0, 0.0, 0.0], [0.1, 0.0, 0.0], [0.0, 0.0, 0.0], [0.0, 0.1, 0.0], [0.1, 0.0, 0.1], [-0.2, -0.1, -0.1], [0.2, 0.2, 0.1], [0.0, 0.0, -0.1], [0.0, 0.0, 0.0], [0.0, 0.0, 0.0], [0.0, 0.0, 0.0], [0.0, -0.1, 0.0], [0.0, -0.1, 0.0], [0.0, 0.2, -0.1], [-0.1, -0.3, 0.0], [0.0, 0.0, 0.1], [0.0, 0.0, 0.1], [0.0, 0.0, 0.0], [0.0, 0.0, -0.1], [0.1, 0.0, -0.1]]}

{"formula": "C10H26Cl8O8P2", "method": "ωB97M-V/def2-TZVPD", "e_above_lowest_kcal_mol": 0.7, "smiles": "COP(=O)(OC)OC.COP(=O)(OC)OC.ClCCl.ClCCl.ClCCl.ClCCl", "multiplicity": 1, "homo_ev": -10.430, "species": ["C", "O", "P", "O", "O", "C", "O", "C", "H", "H", "H", "H", "H", "H", "H", "H", "H", "C", "O", "P", "O", "O", "C", "O", "C", "H", "H", "H", "H", "H", "H", "H", "H", "H", "Cl", "C", "Cl", "H", "H", "Cl", "C", "Cl", "H", "H", "Cl", "C", "Cl", "H", "H", "Cl", "C", "Cl", "H", "H"], "coordinates": [[1.5471, -4.6374, 0.8339], [2.7934, -4.6403, 0.1459], [3.2935, -3.4928, -0.9128], [2.8808, -2.1258, -0.5737], [4.9003, -3.8023, -1.0975], [5.7594, -2.7746, -1.4904], [2.6797, -4.0962, -2.3101], [1.2731, -4.1952, -2.3860], [1.1221, -3.6448, 0.9827], [1.7472, -5.1451, 1.7775], [0.8133, -5.2370, 0.2952], [6.4721, -2.7176, -0.6677], [5.3181, -1.7781, -1.4730], [6.1410, -2.9415, -2.4978], [0.6342, -3.7884, -1.6022], [1.0693, -5.2650, -2.3417], [0.8933, -3.7407, -3.3011], [-1.2500, 3.3111, 2.2932], [-2.0295, 3.5279, 3.4508], [-3.6355, 3.6494, 3.1429], [-4.0618, 4.9722, 2.6468], [-3.9955, 2.4349, 2.1459], [-5.3146, 1.9496, 2.0278], [-4.2897, 3.2459, 4.5388], [-3.8891, 4.0926, 5.6402], [-0.2283, 3.2886, 2.6723], [-1.2804, 4.2017, 1.6654], [-1.4730, 2.4365, 1.6821], [-5.4857, 1.1464, 2.7445], [-5.4371, 1.5634, 1.0159], [-5.9275, 2.8233, 2.2496], [-3.6608, 3.4412, 6.4838], [-4.8179, 4.5648, 5.9602], [-3.0839, 4.7803, 5.3813], [0.2947, 1.3699, 0.0613], [0.6921, 0.3121, -1.3080], [-0.4172, -1.0436, -1.5234], [0.5779, 0.9300, -2.1987], [1.7041, -0.0518, -1.1303], [-1.6791, 0.1165, 3.7078], [-2.2143, -0.5147, 2.1359], [-1.6576, -2.1628, 1.8535], [-3.3004, -0.5707, 2.2086], [-1.8250, 0.1161, 1.3368], [-0.3357, 3.4872, -3.2404], [0.4221, 2.9588, -4.8383], [2.1982, 3.0513, -4.8120], [0.1844, 1.9144, -5.0401], [0.0260, 3.6288, -5.6014], [1.7301, -0.4763, -4.6747], [3.2398, -1.0307, -3.9568], [4.3636, -1.1343, -5.3140], [3.4864, -0.2758, -3.2101], [3.0323, -2.0314, -3.5778]], "atomic_forces_ev_per_a": [[-0.2, -0.2, 0.3], [1.5, 1.3, -1.3], [-0.1, -2.4, -0.1], [0.3, -0.1, -0.3], [-3.8, -0.6, 0.5], [0.7, 1.4, 0.5], [1.3, 1.6, 1.3], [-1.3, -1.0, -0.3], [0.3, 0.1, 0.1], [-0.1, 0.3, 0.1], [0.1, 0.0, -0.2], [0.8, -0.1, -0.6], [-0.5, 0.0, -0.1], [0.3, -0.2, 0.3], [0.8, 0.6, 0.4], [-0.3, -0.1, -0.5], [0.3, -0.2, -0.2], [1.6, 1.0, -0.3], [-2.6, -0.7, -0.4], [0.2, 0.4, -0.1], [0.4, -0.8, 0.2], [1.9, 0.4, 0.9], [-0.3, 0.5, 0.3], [0.9, -0.2, -0.7], [-1.2, -0.5, 0.6], [0.1, -0.4, -0.2], [-0.2, 0.0, -0.3], [-0.3, 0.0, 0.5], [-0.1, 0.1, 0.1], [-0.1, 0.2, 0.1], [-0.8, -0.5, -0.3], [0.6, -0.1, -0.2], [0.3, 0.7, -0.2], [-0.2, -0.1, 0.1], [-0.1, -0.2, 0.1], [0.1, 0.4, -0.3], [0.0, 0.0, 0.2], [0.3, -0.1, 0.2], [-0.3, -0.1, -0.2], [0.1, 0.0, -0.2], [-0.3, 0.0, 0.4], [0.2, -0.2, 0.0], [0.2, 0.2, -0.4], [-0.2, -0.1, 0.2], [0.6, -0.6, -1.2], [-0.1, 0.2, 0.7], [-0.4, 0.2, 0.1], [-0.2, 0.3, 0.3], [0.2, -0.1, 0.2], [-1.1, 0.1, 0.0], [-0.6, 0.0, -0.5], [0.7, -0.1, 0.4], [0.5, -0.4, -0.1], [0.4, 0.3, 0.2]]}

{"formula": "C10H26FInNO6S", "method": "ωB97M-V/def2-TZVPD", "multiplicity": 1, "charge": -1, "homo_ev": -3.815, "species": ["C", "C", "C", "O", "In", "C", "N", "C", "C", "F", "H", "H", "H", "H", "H", "H", "H", "H", "H", "H", "H", "H", "H", "H", "H", "H", "C", "C", "O", "S", "O", "O", "O", "H", "H", "H", "H", "C", "C", "O", "H", "H", "H", "H", "H", "H"], "coordinates": [[0.7114, 0.6172, -0.1631], [0.7075, 2.1108, -0.6242], [-0.6580, 2.6638, -1.1491], [-1.3198, 1.8414, -2.0941], [-2.7752, 0.6432, -1.1156], [-4.8700, 1.4380, -1.3116], [-5.4911, 1.5452, 0.0704], [-2.4928, -1.4456, -1.9723], [-2.3763, -2.4111, -0.7381], [-3.5766, -1.8122, -2.8146], [1.7550, 0.2496, -0.1180], [0.1568, -0.0275, -0.8723], [0.2596, 0.4982, 0.8373], [1.0083, 2.7289, 0.2475], [1.4895, 2.2269, -1.3977], [-1.3748, 2.9123, -0.3358], [-0.4172, 3.6230, -1.6772], [-2.3378, 0.6579, 0.6447], [-4.8145, 2.4730, -1.7107], [-5.4918, 0.7968, -1.9666], [-4.8241, 1.1102, 0.7023], [-5.4827, 2.5267, 0.3282], [-1.5341, -1.5032, -2.5357], [-3.1615, -2.1098, -0.0211], [-2.4555, -3.4724, -1.0500], [-1.3832, -2.1987, -0.3038], [0.5095, -5.2685, 1.4386], [1.5229, -5.2455, 2.5679], [2.0457, -3.9172, 2.5619], [0.8860, -2.8892, 2.0853], [0.2879, -2.3157, 3.2469], [1.4014, -2.0998, 1.0162], [-0.1295, -3.9944, 1.4868], [1.0002, -5.3693, 0.4673], [-0.2243, -6.0630, 1.5578], [2.3220, -5.9699, 2.4259], [1.0420, -5.4183, 3.5344], [5.0168, 2.9573, 0.0287], [4.3240, 4.1588, -0.5868], [2.9988, 4.2844, -0.0889], [4.4586, 2.0448, -0.1869], [6.0330, 2.8491, -0.3580], [5.0652, 3.0546, 1.1166], [4.2584, 4.0480, -1.6694], [4.8766, 5.0800, -0.3670], [3.0535, 4.3913, 0.8641]], "atomic_forces_ev_per_a": [[0.0, 0.5, -0.2], [-0.5, -0.5, 0.5], [0.0, 0.1, -1.1], [0.2, -0.1, 0.9], [0.0, -0.3, -0.5], [0.2, 0.4, 0.3], [0.4, -0.2, -0.5], [0.9, 0.3, 1.3], [-0.4, 0.9, -1.2], [0.2, -0.3, 0.0], [-0.5, 0.1, 0.0], [0.3, 0.3, 0.3], [0.1, 0.0, -0.5], [0.0, -0.2, -0.6], [-0.4, 0.1, 0.2], [0.7, 0.0, 0.1], [-0.1, -0.3, 0.5], [-0.2, 0.0, -0.3], [-0.1, -0.7, -0.2], [0.2, 0.5, 0.3], [-0.3, 0.1, 0.2], [-0.1, -0.1, 0.1], [-0.8, -0.2, -0.1], [0.4, -0.6, -0.1], [0.0, 0.3, 0.3], [-0.4, -0.2, 0.0], [0.3, -0.2, -0.3], [-0.3, -0.2, 0.3], [-0.2, 0.1, -0.5], [-0.1, 0.3, -0.2], [0.3, -0.2, -0.6], [-0.2, -0.5, 0.8], [0.3, 0.2, 0.5], [0.0, 0.0, 0.0], [-0.1, 0.2, 0.0], [0.1, 0.2, 0.0], [0.0, -0.1, 0.0], [0.1, -0.1, -0.1], [-0.1, 0.0, 0.4], [0.1, 0.2, -0.3], [0.0, 0.0, -0.1], [0.0, 0.0, 0.0], [0.1, 0.1, 0.0], [-0.1, 0.0, 0.0], [0.2, 0.0, -0.1], [-0.1, 0.0, 0.1]]}

{"formula": "C10H26HgO7", "method": "ωB97M-V/def2-TZVPD", "multiplicity": 1, "charge": -2, "homo_ev": -0.075, "species": ["Hg", "O", "C", "C", "O", "H", "H", "H", "H", "O", "C", "C", "O", "H", "H", "H", "H", "C", "C", "O", "H", "H", "H", "H", "H", "H", "C", "C", "O", "H", "H", "H", "H", "H", "H", "C", "C", "O", "H", "H", "H", "H", "H", "H"], "coordinates": [[0.3848, -0.0261, 1.4604], [1.8354, -1.1076, 2.9548], [3.0066, -0.4348, 2.7027], [2.9419, 1.1086, 2.6068], [1.9134, 1.7430, 1.9347], [3.4517, -0.7825, 1.7198], [3.8156, -0.6872, 3.4312], [3.9011, 1.5205, 2.1894], [3.0307, 1.4587, 3.6749], [-1.2650, -0.9597, 2.9422], [-2.0721, 0.1349, 3.1802], [-2.4945, 0.9501, 1.9119], [-1.5074, 1.4680, 1.1125], [-1.6207, 0.7530, 3.9852], [-3.0763, -0.2067, 3.5513], [-3.2501, 1.7152, 2.1895], [-3.0737, 0.1720, 1.3360], [-0.6233, 2.1480, -3.1873], [-1.1396, 2.1100, -1.7717], [-0.0730, 2.3282, -0.8680], [-0.1053, 3.1036, -3.3378], [-1.4412, 2.2236, -3.9195], [0.0160, 1.3371, -3.5352], [-1.5121, 1.1202, -1.4676], [-2.0135, 2.7695, -1.7049], [-0.5917, 2.2508, 0.0067], [-2.9905, -2.4251, -0.9962], [-1.5273, -2.0420, -1.0447], [-1.0340, -1.6455, 0.2362], [-3.6013, -1.5552, -0.7400], [-3.1444, -3.2738, -0.3262], [-3.3748, -2.7951, -1.9571], [-1.3264, -1.2926, -1.8242], [-0.9205, -2.9352, -1.2632], [-1.7725, -1.3577, 0.8222], [3.2491, -1.0669, -2.0264], [1.7646, -0.8562, -1.7589], [1.4751, -0.0683, -0.6481], [3.3665, -1.8437, -2.7879], [3.7287, -1.3024, -1.0822], [3.6538, -0.1675, -2.4996], [1.3057, -1.8485, -1.6359], [1.1810, -0.6103, -2.6673], [1.5296, 0.8757, -0.8989]], "atomic_forces_ev_per_a": [[0.2, 0.7, 2.7], [0.2, 0.7, -0.5], [0.3, -0.7, -1.1], [0.4, 1.5, 0.7], [-0.3, -1.4, -0.2], [0.0, 0.1, 0.0], [-0.1, 0.2, 0.2], [0.2, -0.7, 0.0], [-0.5, 0.0, -0.1], [-0.5, 0.7, -1.1], [-0.3, -0.6, 0.1], [0.2, -0.4, -0.3], [0.4, -0.2, 0.2], [-0.2, 0.4, -0.3], [0.0, 0.2, 0.2], [0.1, 0.0, 0.2], [-0.2, 0.1, 0.0], [-0.4, 0.9, -1.0], [0.5, -1.6, 0.1], [-1.3, 1.1, 0.3], [0.3, -0.2, 0.1], [-0.1, -0.3, 0.2], [0.1, -0.1, 0.4], [-0.4, 0.0, -0.5], [0.3, 0.5, 0.4], [0.9, -0.3, -0.2], [-0.3, -0.2, -0.5], [0.7, -0.6, 0.6], [-1.2, -0.3, -0.9], [0.0, -0.2, 0.3], [0.0, 0.4, 0.4], [0.3, 0.2, -0.1], [-0.1, 0.1, 0.2], [-0.2, 0.1, -0.4], [0.7, -0.1, 0.3], [-0.6, 0.7, -0.7], [-0.8, -1.7, -0.7], [0.6, 0.5, -1.3], [0.1, -0.3, 0.3], [0.3, 0.0, -0.1], [0.3, 0.1, 0.4], [0.3, 0.0, 0.9], [0.5, 0.9, 0.0], [-0.3, -0.2, 0.5]]}

- Which value of multiplicity does entry 2 give?
  1